Record 1
C25H28IrNS2Si | wB97M-V/def2-TZVPD

```
! RIJCOSX wB97M-V def2-TZVPD def2/J DEFGRID3
* xyz 0 5
C -1.02 -0.66 3.00
H 1.02 0.74 -3.08
H 0.16 -3.32 -3.15
H -3.92 6.03 2.34
H -1.95 1.18 -1.81
H -2.29 -0.30 -1.05
C 6.52 -1.64 0.21
C -0.04 0.55 -3.06
C -3.47 5.05 2.01
C 4.62 -2.15 1.70
C 0.40 -1.48 -4.41
Ir 1.44 -0.18 -0.52
C -3.08 4.12 2.99
H 6.03 -1.00 -1.82
N -0.37 -0.15 -1.77
S 2.18 -1.35 1.12
C -2.61 -2.37 3.48
H 7.62 -1.49 0.11
H 1.04 1.28 1.72
H -2.13 2.26 3.28
H 1.42 -2.35 -2.57
H 0.07 -2.16 -5.26
H -0.21 -0.04 3.34
C -3.29 4.81 0.63
C 3.75 -1.79 0.67
Si -1.18 1.14 0.65
H -1.00 -1.88 4.77
H 0.99 2.43 0.29
H -3.25 -0.96 0.50
C 0.63 1.44 0.72
C 0.42 -2.23 -3.01
C -0.56 -1.70 -2.00
C 4.23 -1.33 -0.57
H -2.43 3.43 -0.80
H -1.53 -0.39 -4.32
S 3.31 -0.52 -1.74
C -2.62 3.64 0.24
H 1.44 -1.16 -4.71
H 4.26 -2.37 2.70
C -3.35 -2.02 2.36
H -3.65 5.46 -0.13
H -2.98 -3.19 4.12
C -1.67 -0.31 1.85
H -0.46 1.53 -3.12
C -0.45 -0.21 -4.31
H -3.33 4.31 4.05
C -2.45 2.95 2.53
C -1.55 0.50 -1.10
H -1.58 -1.86 -2.25
H -4.30 -2.52 2.17
H 6.66 -2.61 2.05
C -2.84 -1.07 1.53
C -1.49 -1.67 3.86
C -2.17 2.67 1.16
H -0.39 -2.20 -1.03
C 5.97 -2.12 1.37
H -0.20 0.51 -5.14
C 5.64 -1.28 -0.80
*
```

Values from the calculation:
<S²> = 6.017
Relative energy (zero: lowest compared OMol25 entry of this formula, charge and spin) = 48.9 kJ/mol
DFT total energy = -60252.7754 eV


Record 2
ClF4O4Sr3 | wB97M-V/def2-TZVPD

```
! RIJCOSX wB97M-V def2-TZVPD def2/J DEFGRID3
* xyz 1 1
Sr -2.29 -1.55 -1.09
O 0.15 3.26 -1.09
Sr 1.06 -3.26 -0.60
O -0.49 2.94 1.21
O 1.58 2.18 0.42
F 0.14 -1.22 -2.06
F -1.34 -3.83 -0.64
F 2.04 -0.79 1.21
Cl 0.23 2.44 0.04
F -0.37 -1.49 0.58
O -0.47 1.17 -0.27
Sr -0.24 0.16 2.29
*
```

Values from the calculation:
Relative energy (zero: lowest compared OMol25 entry of this formula, charge and spin) = 187.5 kJ/mol
DFT total energy = -34083.1615 eV


Record 3
C31H30CuO2SbSe2 | wB97M-V/def2-TZVPD

```
! RIJCOSX wB97M-V def2-TZVPD def2/J DEFGRID3
* xyz -2 1
H 2.95 -1.79 -3.30
H 2.71 -5.39 -2.37
C -4.60 -0.03 -0.56
C 3.07 -4.39 -2.11
H -0.43 4.42 -4.33
H 1.65 3.66 -5.45
C 1.56 1.43 -2.90
C -5.00 0.15 -1.88
H -2.03 1.00 -3.24
C -0.32 2.92 -2.79
H -1.16 5.49 3.12
H -5.31 -0.35 0.19
C 0.88 -3.55 -1.16
Se 3.59 -1.23 -0.96
Cu 2.21 -1.19 0.97
H 1.30 -3.20 -0.22
H -2.03 3.24 3.70
C -1.50 3.40 2.76
Sb -0.26 0.72 -0.53
H 0.48 3.92 -0.51
H -2.97 0.01 0.82
C 1.30 -3.77 -3.66
H 0.64 -4.61 -1.04
H 1.51 -1.31 -2.39
C -0.12 -0.64 7.90
H -1.23 3.25 -2.31
C 2.39 -1.95 -2.37
C -1.29 2.33 1.90
C 1.30 3.15 -4.56
C -0.29 4.83 1.26
H 1.31 0.96 7.98
C 1.91 -3.39 -2.29
C 1.36 -1.00 2.65
C -2.33 0.58 -1.16
C -2.74 0.73 -2.48
C 0.13 3.58 -3.93
C -1.00 4.66 2.44
O 3.61 -4.51 -0.81
C -0.74 -1.57 7.07
H 0.11 5.81 1.02
C 0.52 -0.77 5.16
H -0.91 -2.37 5.09
H 3.86 -4.12 -2.83
C -4.07 0.52 -2.84
C 0.94 -0.90 3.79
H -6.04 -0.03 -2.16
H -1.46 -2.26 7.49
C -0.43 -1.63 5.72
H 1.85 0.85 5.57
C 2.01 2.08 -4.04
H 3.76 -3.59 -0.49
H 2.13 0.60 -2.50
H 2.11 -4.00 -4.35
H -4.37 0.63 -3.87
C -0.09 3.76 0.40
C 0.38 1.83 -2.26
C 0.81 0.24 7.35
H 0.71 -4.69 -3.51
H -0.17 -2.53 -3.61
C -0.60 2.49 0.69
C 1.12 0.18 6.00
C -3.27 0.18 -0.21
O 0.52 -2.78 -4.28
H -0.36 -0.60 8.96
H 2.92 1.75 -4.52
Se -0.84 -2.57 -1.42
H -1.66 1.35 2.18
*
```

Values from the calculation:
Relative energy (zero: lowest compared OMol25 entry of this formula, charge and spin) = 0.0 kJ/mol
DFT total energy = -218598.1671 eV


Q: DFT total energy of number 3 (C31H30CuO2SbSe2)?
A: -218598.1671 eV


Q: Number 3 is which compound?
A: C31H30CuO2SbSe2


Q: Which of these has the highest relative energy (zero: lowest compared OMol25 entry of this formula, charge and spin)?
A: ClF4O4Sr3